Entry 1:
The following is a quantum chemistry calculation of a single C7H11NO3 molecule at a distorted geometry, from OMol25.

LUMO: 0.622 eV
spin multiplicity: 1
E: -15069.077 eV
structure (SMILES): O=C1CC[C@@H](O)[C@@H]2[C@@H](O)CN12

CARTESIAN COORDINATES (ANGSTROEM)
O1 -1.214 2.524 0.024
O2 -0.913 -2.291 -0.844
O3 2.998 -0.644 0.183
N1 0.121 0.853 -0.536
C1 -1.496 -0.857 0.945
C2 0.590 -0.480 -0.340
C3 -2.138 0.258 0.086
C4 -0.376 -1.532 0.224
C5 -1.074 1.316 -0.162
C6 1.752 0.059 0.459
C7 1.463 1.449 -0.272
H1 0.221 -2.118 0.923
H2 -2.288 -1.585 1.127
H3 -2.389 -0.198 -0.891
H4 3.728 -0.174 0.612
H5 -1.185 -0.488 1.933
H6 0.947 -0.959 -1.271
H7 -1.310 -3.112 -0.473
H8 1.442 2.370 0.329
H9 -2.990 0.684 0.547
H10 1.570 0.074 1.583
H11 2.118 1.553 -1.201

Mulliken atomic charge list, values in e, 6 entries:
1. O -0.69
2. O -0.56
3. O -0.55
4. N 0.04
5. C -0.83
6. C -0.32

***

Entry 2:
The following is a quantum chemistry calculation of 2 unconnected molecules or ions with the total composition C7H11NO4S at a distorted geometry, from OMol25.

LUMO: -0.649 eV
spin multiplicity: 1
E: -27950.045 eV

CARTESIAN COORDINATES (ANGSTROEM)
S1 -4.333 0.675 0.294
O1 -4.821 -0.301 1.208
O2 -0.688 2.282 -0.134
O3 -3.095 1.379 1.105
O4 -3.527 -0.165 -0.905
N1 3.867 -0.544 -0.327
C1 -3.540 -1.562 -0.872
C2 2.034 0.396 1.218
C3 2.940 0.299 -0.126
C4 0.689 0.486 0.779
C5 1.465 2.063 -1.054
C6 2.600 1.384 -1.034
C7 0.378 1.678 -0.158
H1 0.429 -0.439 0.194
H2 2.074 -0.614 1.784
H3 -2.591 -1.839 -1.375
H4 2.389 1.262 1.713
H5 -4.308 -2.030 -1.558
H6 -3.797 -1.760 0.147
H7 -0.082 0.474 1.527
H8 3.883 -1.215 0.366
H9 -2.702 1.995 0.512
H10 1.233 2.894 -1.769
H11 3.375 1.692 -1.767

Mulliken atomic charge list, values in e, 6 entries:
1. S 0.70
2. O -0.55
3. O -0.61
4. O -0.40
5. O -0.31
6. N -0.76

***

Entry 3:
The following is a quantum chemistry calculation of 2 unconnected molecules or ions with the total composition C7H11NP at a distorted geometry, from OMol25.

total charge: +1
LUMO (spin up / spin down): -4.227 / -4.822 eV
spin multiplicity: 1
E: -18203.899 eV

CARTESIAN COORDINATES (ANGSTROEM)
P1 -2.167 1.241 -0.557
N1 -2.098 -1.509 0.476
C1 -2.040 -0.039 0.809
C2 2.470 1.506 0.375
C3 1.215 1.309 0.977
C4 3.081 0.455 -0.389
C5 2.372 -0.681 -0.780
C6 0.635 0.202 0.482
C7 1.012 -0.713 -0.408
H1 4.050 0.556 -0.729
H2 2.918 2.431 0.588
H3 0.959 2.045 1.815
H4 -3.091 -1.841 0.564
H5 -1.611 0.276 -1.668
H6 -3.524 1.099 -1.118
H7 -1.419 -2.090 1.145
H8 0.271 -1.488 -0.802
H9 2.861 -1.471 -1.281
H10 -1.629 -1.567 -0.467
H11 -2.317 0.241 1.885

Mulliken atomic charge list, values in e, 6 entries:
1. P 0.01
2. N -0.30
3. C -0.64
4. C -0.30
5. C -0.65
6. C -0.52

***

Entry 4:
The following is a quantum chemistry calculation of a gas-phase ion, C7H11O4 (charge +1) at a distorted geometry, from OMol25.

total charge: +1
LUMO: -5.936 eV
spin multiplicity: 1
E: -15616.163 eV

CARTESIAN COORDINATES (ANGSTROEM)
O1 -1.506 1.552 0.665
O2 0.154 0.592 -0.872
O3 1.400 -1.718 1.408
O4 1.113 -1.910 -0.781
C1 -1.813 1.517 -2.052
C2 1.036 -1.306 0.377
C3 0.006 0.903 2.432
C4 -0.680 1.676 -1.063
C5 0.164 -0.021 0.207
C6 1.836 -3.159 -0.996
C7 -0.865 0.534 1.217
H1 2.171 -3.629 -0.094
H2 2.879 -2.914 -1.346
H3 -0.513 1.561 3.177
H4 1.168 -3.789 -1.662
H5 0.811 1.652 2.182
H6 -1.553 1.015 -3.051
H7 -2.303 2.530 -2.219
H8 -1.449 -0.312 1.507
H9 -0.221 2.574 -0.884
H10 -2.622 0.810 -1.665
H11 0.363 0.048 3.013

Mulliken atomic charge list, values in e, 6 entries:
1. O -0.55
2. O -0.21
3. O -0.44
4. O -0.27
5. C -1.06
6. C 0.46

***

Entry 5:
The following is a quantum chemistry calculation of a single C7H11P molecule at a distorted geometry, from OMol25.

LUMO: 1.085 eV
spin multiplicity: 1
E: -16722.967 eV
structure (SMILES): C/C=C/C=C\C=C/P

CARTESIAN COORDINATES (ANGSTROEM)
P1 -1.073 -0.017 -2.790
C1 1.191 -0.274 -1.143
C2 0.217 0.575 1.755
C3 0.633 0.291 -2.214
C4 -0.280 -1.426 0.409
C5 0.559 -1.469 -0.565
C6 -0.300 1.455 2.839
C7 -0.547 -0.432 1.438
H1 -1.394 -0.555 2.007
H2 -0.688 2.297 2.252
H3 2.259 -0.116 -1.055
H4 0.429 1.927 3.490
H5 -1.202 1.038 3.317
H6 1.158 0.807 1.247
H7 -0.768 -2.350 0.526
H8 0.648 -2.289 -1.267
H9 1.116 1.049 -2.784
H10 -0.872 -1.280 -3.496
H11 -1.086 0.769 -3.965

Mulliken atomic charge list, values in e, 6 entries:
1. P -0.11
2. C -0.54
3. C 0.18
4. C -0.46
5. C -0.33
6. C -0.49

***

Entry 6:
The following is a quantum chemistry calculation of a single C7H12 molecule, from OMol25.

LUMO: 1.081 eV
spin multiplicity: 1
E: -7452.089 eV
structure (SMILES): CC#CCCCC

CARTESIAN COORDINATES (ANGSTROEM)
C1 -2.068 0.121 -0.691
C2 2.676 -0.537 0.385
C3 0.303 -0.722 -0.804
C4 -0.747 -0.018 0.059
C5 1.620 -0.765 -0.155
C6 -3.162 0.784 0.135
C7 3.972 -0.122 0.929
H1 -2.872 1.798 0.430
H2 4.523 0.437 0.168
H3 -0.901 -0.563 0.999
H4 -3.355 0.213 1.050
H5 -0.081 -1.706 -1.091
H6 -0.356 0.967 0.335
H7 4.611 -0.947 1.253
H8 -2.407 -0.871 -1.016
H9 -1.898 0.697 -1.609
H10 3.847 0.544 1.787
H11 -4.104 0.853 -0.421
H12 0.399 -0.164 -1.745

Mulliken atomic charge list, values in e, 6 entries:
1. C -0.36
2. C 0.76
3. C -0.70
4. C -0.55
5. C -0.36
6. C -1.27

***

Entry 7:
The following is a quantum chemistry calculation of a single C7H12 molecule at a distorted geometry, from OMol25.

LUMO (spin up / spin down): 0.872 / 0.596 eV
spin multiplicity: 1
E: -7448.646 eV

CARTESIAN COORDINATES (ANGSTROEM)
C1 1.506 -0.412 -0.650
C2 -0.184 1.070 0.653
C3 1.877 -1.291 0.475
C4 -1.343 -1.436 -0.306
C5 -1.223 2.129 0.619
C6 -0.658 -0.499 -0.968
C7 0.513 0.628 -0.513
H1 -1.206 -1.670 0.739
H2 -1.154 2.744 -0.282
H3 1.132 -2.097 0.617
H4 -2.055 -2.039 -0.852
H5 1.926 -0.773 1.442
H6 -1.121 2.795 1.480
H7 -0.174 0.430 1.527
H8 -0.896 -0.308 -2.007
H9 2.844 -1.767 0.307
H10 -2.240 1.708 0.669
H11 1.917 -0.575 -1.637
H12 0.540 1.365 -1.313

Mulliken atomic charge list, values in e, 6 entries:
1. C -0.58
2. C -0.37
3. C -1.09
4. C -0.81
5. C -1.25
6. C -0.17

***

Entry 8:
The following is a quantum chemistry calculation of 2 unconnected molecules or ions with the total composition C7H12, from OMol25.

LUMO: 1.202 eV
spin multiplicity: 1
E: -7451.989 eV
structure (SMILES): C/C=C1/C=CCC1.[H][H]

CARTESIAN COORDINATES (ANGSTROEM)
C1 1.221 1.734 -1.125
C2 0.699 0.265 0.707
C3 1.679 1.380 0.269
C4 -1.539 -0.428 -0.344
C5 -0.378 0.234 -0.368
C6 0.094 1.101 -1.459
C7 -2.037 -1.276 0.788
H1 -0.442 1.210 -2.398
H2 -1.366 -1.238 1.652
H3 0.284 0.442 1.705
H4 1.213 -0.704 0.743
H5 -2.139 -2.327 0.488
H6 -2.192 -0.348 -1.214
H7 0.738 -2.178 -1.233
H8 1.069 -2.830 -1.088
H9 1.751 2.445 -1.752
H10 -3.029 -0.942 1.119
H11 1.619 2.257 0.929
H12 2.724 1.049 0.288

Mulliken atomic charge list, values in e, 6 entries:
1. C -0.34
2. C -0.52
3. C -0.62
4. C -0.16
5. C 0.51
6. C -0.82

***

> The highest E belongs to which entry?

number 7

***

> Which value of E does entry 1 give?

-15069.077 eV